# 1
38
Properties=species:S:1:pos:R:3 method="wB97M-V/def2-TZVPD" relative_energy_kcal_mol=105.5 e_lumo_ev=2.6859 total_charge=-1
O -1.42 1.40 -1.04
H 0.25 1.31 1.88
H 0.49 -3.42 -2.26
O -3.68 2.25 -0.66
H -2.75 2.65 -0.78
H 1.59 0.75 1.35
O -0.32 -3.88 -1.97
H -0.99 -3.24 -1.97
O 4.22 -0.47 -0.99
H 3.99 -0.42 -0.09
H 4.41 0.42 -1.08
O -1.85 -1.45 2.84
H -0.83 2.19 -1.17
H -2.50 -1.26 3.57
O -0.07 3.83 0.49
H 0.75 3.79 0.61
H -0.57 3.12 0.92
O -1.82 -1.26 -0.12
H -2.68 -1.53 -0.13
H 1.94 -1.82 3.55
O 1.06 0.90 2.13
H -1.29 -0.72 2.67
H -1.42 1.43 0.17
O 2.64 -2.28 2.97
H -1.60 -1.42 0.71
H -3.76 1.36 -0.96
O 2.34 -1.45 -2.57
H 2.29 -1.30 -3.54
H 1.37 -1.63 -2.35
O 1.36 1.41 -0.92
H 0.62 0.88 -0.43
H 2.56 -1.83 2.20
O -1.44 1.32 1.47
H -2.33 1.16 1.85
H 0.84 2.10 -1.31
O -0.17 -1.10 -1.99
H -0.76 -1.60 -1.29
H -0.46 -0.18 -1.76

# 2
45
Properties=species:S:1:pos:R:3 method="wB97M-V/def2-TZVPD" relative_energy_kcal_mol=137.8 e_lumo_ev=-1.0107
H 0.46 0.60 0.14
H 0.11 -0.92 0.49
H 2.91 1.85 1.92
H 1.71 1.49 2.80
H -2.70 -4.14 0.71
H -2.16 -5.63 0.86
H 3.82 -3.55 0.52
H 3.68 -2.99 1.98
H -1.38 0.54 -2.49
H -2.13 -0.82 -2.70
H -5.17 -1.53 -1.58
H -3.60 -1.54 -1.68
H 2.98 -2.63 -1.61
H 1.97 -3.54 -1.08
H -3.85 2.01 1.70
H -5.27 2.58 1.71
H 5.65 1.72 0.02
H 4.36 2.39 -0.45
H -2.44 3.50 -0.81
H -2.81 4.40 0.24
H 1.10 4.43 -1.36
H 1.51 5.75 -0.96
H -2.56 0.50 1.30
H -2.12 1.26 0.08
H 2.23 1.16 -2.02
H 2.03 0.21 -3.26
H 1.49 -1.71 -3.25
H 0.23 -2.37 -2.38
H -0.37 -1.51 4.86
H 0.49 -2.61 4.24
O -0.19 0.04 0.63
O 2.47 2.06 2.75
O -3.03 -5.04 0.88
O 3.38 -2.79 1.07
O -2.10 -0.09 -2.14
O -4.36 -2.03 -1.34
O 2.97 -3.34 -0.98
O -4.40 2.66 2.14
O 4.99 2.35 0.28
O -2.97 4.30 -0.77
O 1.37 4.84 -0.60
O -1.98 1.22 1.01
O 2.67 0.46 -2.50
O 0.51 -1.70 -3.12
O 0.52 -1.81 4.77

# 3
214
Properties=species:S:1:pos:R:3 method="wB97M-V/def2-TZVPD" e_lumo_ev=-17.7031 total_charge=+8
C 2.07 -1.03 3.46
N 1.98 -2.32 2.84
C 3.17 -2.83 2.44
C 3.24 -3.98 1.67
C 2.05 -4.55 1.16
C 0.84 -4.05 1.66
C 0.81 -2.92 2.52
C 1.99 -5.66 0.15
C 1.02 -6.68 0.22
C 1.13 -7.79 -0.60
N 2.01 -7.82 -1.62
C 2.91 -6.83 -1.75
C 2.93 -5.78 -0.87
C 2.11 -8.98 -2.56
H 2.31 -0.31 2.68
H 2.92 -0.85 4.12
H 1.14 -0.76 3.96
H 4.05 -2.33 2.81
H 4.19 -4.39 1.35
H -0.11 -4.29 1.21
H -0.10 -2.36 2.69
H 0.15 -6.66 0.85
H 0.43 -8.59 -0.42
H 3.61 -6.98 -2.56
H 3.62 -4.98 -1.04
H 2.60 -8.66 -3.48
H 1.11 -9.42 -2.60
H 2.72 -9.69 -2.01
C -2.84 0.50 0.80
N -2.86 1.90 0.42
C -1.70 2.49 0.58
C -1.41 3.78 0.09
C -2.45 4.48 -0.44
C -3.75 3.92 -0.52
C -3.94 2.61 -0.07
C -2.29 5.91 -0.82
C -3.12 6.52 -1.80
C -3.03 7.87 -2.15
N -1.95 8.55 -1.70
C -1.11 8.01 -0.78
C -1.26 6.72 -0.30
C -1.70 9.92 -2.30
H -2.52 0.47 1.84
H -2.17 -0.10 0.19
H -3.86 0.14 0.65
H -0.87 1.93 1.01
H -0.39 4.10 0.17
H -4.62 4.39 -0.97
H -4.86 2.05 -0.18
H -3.84 5.92 -2.33
H -3.61 8.31 -2.95
H -0.20 8.52 -0.51
H -0.60 6.33 0.46
H -0.62 10.03 -2.19
H -2.26 10.64 -1.70
H -2.10 9.76 -3.30
C -4.74 -2.27 2.63
N -3.43 -1.84 3.10
C -3.25 -0.53 3.26
C -2.12 -0.03 3.85
C -1.08 -0.95 4.19
C -1.27 -2.29 3.92
C -2.48 -2.72 3.34
C 0.20 -0.42 4.70
C 0.96 0.61 4.04
C 2.09 1.10 4.68
N 2.48 0.58 5.87
C 1.89 -0.41 6.44
C 0.73 -0.93 5.89
C 3.75 1.04 6.42
H -5.17 -1.65 1.85
H -5.50 -2.08 3.39
H -4.76 -3.26 2.18
H -4.03 0.13 2.91
H -2.09 1.04 4.02
H -0.58 -3.09 4.17
H -2.70 -3.76 3.11
H 0.66 1.01 3.09
H 2.69 1.89 4.27
H 2.34 -0.92 7.29
H 0.19 -1.66 6.48
H 4.50 0.85 5.67
H 4.03 0.52 7.34
H 3.62 2.09 6.70
C -1.67 3.16 3.01
C -0.33 2.65 2.43
C 0.55 3.86 2.01
C 1.11 4.68 3.16
N 2.32 5.65 2.91
C 3.59 4.93 2.39
C 4.78 5.91 2.65
C 4.29 6.67 3.98
C 2.85 6.24 4.21
C 1.79 6.66 1.93
H -2.14 2.44 3.69
H -2.20 3.53 2.14
H -1.51 3.97 3.71
H -0.46 1.86 1.69
H 0.17 2.13 3.24
H 0.06 4.57 1.35
H 1.21 3.61 1.18
H 1.51 3.98 3.89
H 0.31 5.18 3.70
H 3.58 4.72 1.32
H 3.72 4.02 2.97
H 4.76 6.73 1.93
H 5.76 5.44 2.67
H 4.28 7.75 3.86
H 4.94 6.46 4.83
H 2.16 7.04 4.48
H 2.82 5.40 4.90
H 1.74 6.11 0.98
H 2.50 7.47 1.80
H 0.80 6.93 2.30
C -6.34 -1.78 0.26
C -5.15 -0.92 0.57
C -3.87 -1.29 -0.21
C -4.01 -1.35 -1.76
N -2.94 -2.37 -2.34
C -2.97 -2.25 -3.87
C -2.91 -3.75 -4.45
C -2.77 -4.62 -3.23
C -3.39 -3.80 -2.07
C -1.47 -2.13 -1.81
H -6.26 -2.80 0.62
H -6.69 -1.74 -0.77
H -7.13 -1.23 0.78
H -4.91 -1.03 1.63
H -5.28 0.16 0.45
H -3.51 -2.27 0.13
H -3.03 -0.64 0.05
H -3.84 -0.40 -2.28
H -4.94 -1.84 -2.07
H -2.09 -1.72 -4.22
H -3.87 -1.81 -4.30
H -2.10 -3.89 -5.17
H -3.85 -3.80 -5.00
H -1.73 -4.90 -3.02
H -3.33 -5.54 -3.39
H -3.07 -4.03 -1.06
H -4.48 -3.81 -2.13
H -0.82 -2.76 -2.42
H -1.31 -2.39 -0.76
H -1.46 -1.05 -1.94
C 0.57 -2.14 -0.31
C 0.44 -3.62 -0.69
C 1.00 -3.85 -2.16
C 0.31 -3.09 -3.33
N 1.21 -3.00 -4.64
C 0.45 -2.10 -5.69
C 1.24 -0.74 -5.78
C 2.70 -1.07 -5.30
C 2.47 -2.22 -4.30
C 1.50 -4.46 -5.19
H 0.13 -2.02 0.68
H 0.14 -1.46 -1.05
H 1.59 -1.80 -0.11
H -0.61 -3.90 -0.60
H 1.07 -4.16 0.02
H 0.91 -4.92 -2.37
H 2.07 -3.63 -2.09
H 0.13 -2.03 -3.15
H -0.58 -3.53 -3.77
H 0.40 -2.53 -6.69
H -0.58 -1.96 -5.37
H 1.34 -0.27 -6.76
H 0.82 0.00 -5.10
H 3.43 -1.35 -6.06
H 3.21 -0.24 -4.81
H 3.37 -2.81 -4.15
H 2.30 -1.82 -3.30
H 1.95 -5.00 -4.35
H 2.14 -4.29 -6.06
H 0.58 -4.98 -5.47
C 0.94 2.22 -5.91
C 1.64 2.48 -4.61
C 1.52 1.32 -3.61
C 1.81 1.98 -2.19
N 1.74 1.03 -1.01
C 2.16 1.75 0.30
C 2.57 0.65 1.30
C 3.27 -0.39 0.45
C 2.92 0.00 -1.03
C 0.43 0.27 -0.81
H -0.02 1.71 -6.02
H 1.56 1.51 -6.46
H 0.89 3.14 -6.49
H 1.22 3.36 -4.11
H 2.61 2.89 -4.88
H 2.28 0.57 -3.81
H 0.51 0.91 -3.58
H 1.05 2.71 -1.91
H 2.78 2.49 -2.25
H 1.34 2.37 0.66
H 2.96 2.43 -0.01
H 1.78 0.33 1.97
H 3.35 1.13 1.89
H 3.04 -1.42 0.68
H 4.36 -0.42 0.53
H 2.70 -0.88 -1.64
H 3.81 0.46 -1.46
H 0.43 -0.35 0.08
H 0.30 -0.39 -1.67
H -0.46 0.88 -0.68
O -1.48 -0.60 0.66
C -0.43 -0.23 1.38
O 0.26 -1.17 1.86
O -0.11 0.97 1.57
H -1.23 -1.52 0.68
O -1.68 -2.53 1.17
C -2.32 -3.64 0.85
O -3.46 -3.87 1.17
O -1.64 -4.47 0.26
H -0.84 -2.87 0.86

# 4
21
Properties=species:S:1:pos:R:3 method="wB97M-V/def2-TZVPD" relative_energy_kcal_mol=30.3 e_lumo_ev=0.6390 smiles=CCO.O.O.O.O
C 2.92 -0.21 0.06
C 2.04 0.54 -0.96
O 0.80 1.01 -0.47
H 2.19 -0.69 0.80
H 3.56 -0.96 -0.43
H 3.55 0.48 0.71
H 1.87 -0.14 -1.88
H 2.50 1.41 -1.29
H 0.57 0.28 0.10
O -2.01 1.90 0.20
H -2.34 2.83 0.07
H -1.06 1.93 -0.22
O -1.03 -1.99 -0.35
H -1.75 -1.58 -0.64
H -1.09 -2.85 -0.68
O -3.77 -0.29 -0.34
H -3.35 0.56 -0.30
H -3.89 -0.30 -1.35
O 0.17 -0.35 2.07
H 0.31 -0.40 3.00
H -0.20 -1.17 1.89

# 5
28
Properties=species:S:1:pos:R:3 method="wB97M-V/def2-TZVPD" relative_energy_kcal_mol=25.7 e_lumo_ev=0.7068 smiles=CCc1ccc(O)cc1.CSC
C 3.11 0.51 -0.40
C 1.68 -0.02 -0.23
C 0.70 0.95 -0.82
C 0.55 2.22 -0.19
C -0.36 3.12 -0.70
C -1.29 2.64 -1.66
O -2.34 3.48 -2.00
C -1.13 1.45 -2.33
C -0.06 0.64 -1.92
H 3.30 1.40 0.20
H 3.23 0.90 -1.42
H 3.93 -0.17 -0.27
H 1.66 -1.03 -0.65
H 1.46 -0.11 0.85
H 1.37 2.59 0.42
H -0.45 4.09 -0.25
H -3.08 3.35 -1.43
H -1.93 1.13 -2.98
H 0.08 -0.39 -2.26
C 0.57 -4.09 1.29
S -0.23 -3.37 2.74
C -1.32 -2.02 2.18
H 0.23 -3.67 0.34
H 1.66 -3.93 1.31
H 0.30 -5.11 1.14
H -1.04 -1.17 2.81
H -2.35 -2.33 2.38
H -1.29 -1.65 1.16

# 6
16
Properties=species:S:1:pos:R:3 method="wB97M-V/def2-TZVPD" relative_energy_kcal_mol=0.0 multiplicity=5 e_lumo_ev="-4.5987 / -4.7216" total_charge=+1 s_squared=6.011
O -0.71 0.61 -2.26
C -0.56 1.76 -1.57
O -0.47 1.38 -0.13
C 0.78 1.26 0.44
C 0.85 0.14 1.40
O 0.43 -1.07 0.72
C 0.55 -2.25 1.52
V -0.72 -0.65 -0.81
H -1.45 2.42 -1.60
H 0.35 2.32 -1.81
H 1.98 0.27 1.54
H 0.25 0.26 2.31
H 0.07 -3.06 0.97
H 1.61 -2.47 1.68
H 0.04 -2.10 2.48
H 1.63 1.62 -0.14

# 7
22
Properties=species:S:1:pos:R:3 method="wB97M-V/def2-TZVPD" relative_energy_kcal_mol=104.1 e_lumo_ev=-2.6486 total_charge=+1 smiles=CN(C)[N+](C)(C)C
C 1.35 -0.81 -1.08
N 0.58 -0.76 0.10
C -0.45 -2.17 0.31
N 0.00 0.52 0.29
C 0.85 1.62 0.00
C -1.18 0.75 -0.73
C -0.52 0.56 1.66
H 2.38 -0.50 -0.92
H 1.29 -1.73 -1.64
H 0.98 -0.17 -1.83
H -0.28 -2.87 -0.53
H -0.25 -2.54 1.29
H -1.52 -1.96 0.36
H 1.93 1.63 0.41
H 0.90 1.83 -1.06
H 0.56 2.47 0.43
H -1.05 1.84 -1.09
H -1.02 -0.07 -1.49
H -2.08 0.44 -0.28
H -1.00 -0.50 1.76
H 0.30 0.65 2.34
H -1.17 1.37 1.83

# 8
15
Properties=species:S:1:pos:R:3 method="wB97M-V/def2-TZVPD" relative_energy_kcal_mol=108.8 e_lumo_ev="-0.2128 / -0.4260"
C -1.23 1.36 0.64
C -0.94 0.07 1.29
C 0.16 -0.79 -0.77
C 1.47 -1.49 -0.54
O -0.50 1.55 -1.98
O 1.34 1.48 -0.38
F -1.96 -0.63 1.79
S 0.04 1.06 -0.72
H -2.18 1.26 0.27
H -0.97 2.27 1.24
H -0.03 -0.07 2.02
H -0.64 -1.21 -1.49
H 2.03 -1.48 -1.42
H 1.21 -2.42 0.03
H 2.18 -0.95 0.02

# 9
44
Properties=species:S:1:pos:R:3 method="wB97M-V/def2-TZVPD" relative_energy_kcal_mol=3.0 e_lumo_ev=0.6297 smiles="Cc1ccc(CSc2nnc(Cn3c(=O)sc4ccccc43)n2C)cc1"
C 7.36 -0.60 -2.08
C 6.31 -0.49 -1.02
C 6.47 0.35 0.08
C 5.51 0.43 1.06
C 4.35 -0.33 0.97
C 3.29 -0.23 2.02
S 2.16 1.18 1.67
C 1.07 0.40 0.58
N 1.04 -0.87 0.26
N 0.03 -1.04 -0.60
C -0.54 0.11 -0.81
C -1.72 0.32 -1.69
N -2.96 0.37 -0.94
C -3.62 1.54 -0.76
O -3.24 2.63 -1.14
S -5.13 1.25 0.14
C -4.76 -0.46 0.25
C -5.51 -1.45 0.87
C -5.02 -2.74 0.84
C -3.81 -3.04 0.23
C -3.06 -2.05 -0.38
C -3.55 -0.75 -0.38
N 0.08 1.08 -0.07
C -0.17 2.49 0.03
C 4.17 -1.17 -0.12
C 5.14 -1.25 -1.10
H 8.03 0.26 -2.05
H 7.97 -1.49 -1.91
H 6.91 -0.67 -3.06
H 7.37 0.95 0.16
H 5.65 1.09 1.90
H 3.71 -0.01 3.00
H 2.66 -1.11 2.06
H -1.77 -0.50 -2.41
H -1.64 1.28 -2.23
H -6.44 -1.21 1.34
H -5.59 -3.53 1.32
H -3.44 -4.05 0.24
H -2.10 -2.27 -0.83
H -1.12 2.74 -0.46
H -0.22 2.78 1.08
H 0.64 3.05 -0.45
H 3.27 -1.75 -0.21
H 5.00 -1.90 -1.95

# 10
12
Properties=species:S:1:pos:R:3 method="wB97M-V/def2-TZVPD" relative_energy_kcal_mol=22.7 e_lumo_ev=4.0693 total_charge=-1
N 2.04 1.01 -0.37
N -0.53 0.28 1.37
O -0.97 0.88 -1.02
O -1.21 -1.56 -0.36
O -2.83 0.17 0.45
O 1.37 -1.41 -0.62
P 1.63 -0.40 0.46
S -1.45 0.06 0.07
H 1.54 1.93 -0.13
H 1.75 0.90 -1.26
H -1.05 -0.11 2.07
H -0.29 -1.75 -0.66

# 11
23
Properties=species:S:1:pos:R:3 method="wB97M-V/def2-TZVPD" relative_energy_kcal_mol=43.2 multiplicity=2 e_lumo_ev="-4.2999 / -8.5302" total_charge=+1 s_squared=0.768
C -1.99 1.71 0.64
C -1.17 0.96 -0.42
C -1.53 -0.38 -0.67
C 0.04 1.47 -0.98
C -0.74 -1.13 -1.65
C 0.87 0.66 -1.74
C 0.45 -0.60 -2.16
H -1.60 2.71 0.75
H -2.03 1.22 1.54
H -2.45 -0.75 -0.32
H 0.47 2.44 -0.79
H -1.30 -2.06 -1.99
H 1.76 1.05 -2.03
H 1.16 -1.30 -2.69
H -3.06 1.78 0.54
C 1.17 -0.44 1.96
C 1.68 -1.53 1.13
H 1.03 0.60 1.53
H 0.10 -0.54 1.97
H 1.63 -0.36 2.87
H 1.17 -2.55 0.96
H 2.67 -1.85 1.45
H 1.67 -1.10 0.11

Maximum force for every record listed, in sequence, given in eV Å⁻¹: 10.60, 4.96, 18.92, 6.04, 1.98, 3.22, 5.58, 4.30, 1.25, 4.99, 5.52.